Record 1
{"formula": "C45H129FN21O10P7", "method": "ωB97M-V/def2-TZVPD", "homo_lumo_gap_ev": 7.7, "relative_energy_kj_mol": 705.1, "e_lumo_ev": 0.0, "smiles": "CN(C)P(=O)(N(C)C)N(C)C.CN(C)P(=O)(N(C)C)N(C)C.CN(C)P(=O)(N(C)C)N(C)C.CN(C)P(=O)(N(C)C)N(C)C.CN(C)P(=O)(N(C)C)N(C)C.CN(C)P(=O)(N(C)C)N(C)C.CN(C)P(=O)(N(C)C)N(C)C.O=C1OC[C@@H](F)O1", "charge": 0, "symbols": ["C", "C", "O", "C", "O", "O", "F", "H", "H", "H", "O", "P", "N", "C", "C", "N", "C", "C", "N", "C", "C", "H", "H", "H", "H", "H", "H", "H", "H", "H", "H", "H", "H", "H", "H", "H", "H", "H", "H", "O", "P", "N", "C", "C", "N", "C", "C", "N", "C", "C", "H", "H", "H", "H", "H", "H", "H", "H", "H", "H", "H", "H", "H", "H", "H", "H", "H", "H", "O", "P", "N", "C", "C", "N", "C", "C", "N", "C", "C", "H", "H", "H", "H", "H", "H", "H", "H", "H", "H", "H", "H", "H", "H", "H", "H", "H", "H", "O", "P", "N", "C", "C", "N", "C", "C", "N", "C", "C", "H", "H", "H", "H", "H", "H", "H", "H", "H", "H", "H", "H", "H", "H", "H", "H", "H", "H", "O", "P", "N", "C", "C", "N", "C", "C", "N", "C", "C", "H", "H", "H", "H", "H", "H", "H", "H", "H", "H", "H", "H", "H", "H", "H", "H", "H", "H", "O", "P", "N", "C", "C", "N", "C", "C", "N", "C", "C", "H", "H", "H", "H", "H", "H", "H", "H", "H", "H", "H", "H", "H", "H", "H", "H", "H", "H", "O", "P", "N", "C", "C", "N", "C", "C", "N", "C", "C", "H", "H", "H", "H", "H", "H", "H", "H", "H", "H", "H", "H", "H", "H", "H", "H", "H", "H"], "xyz": [[0.705, 8.139, -4.871], [1.499, 6.819, -4.819], [2.135, 6.830, -3.571], [1.670, 7.975, -2.925], [2.068, 8.384, -1.814], [0.677, 8.461, -3.519], [2.271, 6.755, -5.919], [-0.259, 8.072, -5.376], [1.203, 8.972, -5.367], [0.774, 6.014, -4.939], [-4.734, -6.782, -4.621], [-3.738, -7.317, -3.710], [-3.858, -6.630, -2.146], [-4.456, -5.306, -2.007], [-2.882, -6.999, -1.175], [-2.142, -6.874, -4.171], [-1.871, -5.754, -5.081], [-0.934, -7.518, -3.734], [-3.720, -9.053, -3.531], [-2.996, -9.882, -4.437], [-4.744, -9.739, -2.682], [-3.897, -4.499, -2.481], [-4.569, -4.896, -1.003], [-5.450, -5.292, -2.454], [-2.429, -7.914, -1.557], [-3.272, -7.052, -0.159], [-2.050, -6.295, -1.137], [-1.987, -5.997, -6.137], [-2.689, -5.066, -4.867], [-0.930, -5.267, -4.825], [-0.477, -8.064, -4.560], [-0.255, -6.771, -3.322], [-1.243, -8.265, -3.004], [-3.578, -10.065, -5.341], [-2.052, -9.444, -4.761], [-2.806, -10.871, -4.021], [-4.457, -10.790, -2.670], [-5.776, -9.683, -3.030], [-4.775, -9.292, -1.689], [8.227, -4.424, 1.897], [8.575, -5.860, 1.880], [8.631, -6.586, 0.312], [8.655, -8.042, 0.013], [8.216, -5.796, -0.806], [7.420, -6.897, 2.697], [6.097, -7.232, 2.078], [7.315, -6.808, 4.146], [10.185, -6.223, 2.483], [10.630, -7.572, 2.887], [11.280, -5.303, 2.238], [8.669, -8.586, 0.958], [9.526, -8.486, -0.468], [7.779, -8.362, -0.551], [8.278, -6.273, -1.784], [8.845, -4.931, -1.016], [7.185, -5.454, -0.725], [5.265, -6.950, 2.724], [5.949, -6.838, 1.073], [6.182, -8.290, 1.832], [7.086, -5.797, 4.485], [6.465, -7.372, 4.530], [8.200, -7.124, 4.697], [11.178, -8.134, 2.131], [11.083, -7.496, 3.876], [9.720, -8.164, 2.988], [11.659, -5.372, 1.218], [12.038, -5.449, 3.008], [10.917, -4.281, 2.348], [-10.072, 2.756, -1.953], [-8.694, 3.152, -1.535], [-7.463, 1.924, -1.740], [-7.730, 0.658, -1.124], [-6.354, 1.891, -2.725], [-8.509, 3.528, 0.164], [-9.674, 3.902, 0.962], [-7.240, 3.530, 0.934], [-8.082, 4.538, -2.264], [-6.945, 5.237, -1.810], [-8.762, 5.018, -3.470], [-6.799, 0.149, -0.873], [-8.234, -0.080, -1.747], [-8.453, 0.800, -0.321], [-5.672, 2.697, -2.451], [-6.690, 1.874, -3.762], [-5.758, 0.995, -2.556], [-9.496, 4.801, 1.553], [-10.484, 4.102, 0.261], [-9.964, 3.048, 1.574], [-6.366, 3.308, 0.322], [-6.960, 4.468, 1.413], [-7.342, 2.681, 1.610], [-7.173, 5.949, -1.017], [-6.160, 4.593, -1.414], [-6.475, 5.918, -2.519], [-8.367, 4.432, -4.300], [-8.635, 6.083, -3.664], [-9.831, 4.859, -3.329], [-5.080, 7.882, 4.607], [-4.735, 9.028, 3.776], [-3.926, 10.285, 4.573], [-2.374, 10.281, 4.739], [-4.615, 11.167, 5.487], [-6.122, 9.791, 3.022], [-7.399, 9.037, 2.926], [-6.059, 10.933, 2.185], [-3.672, 8.542, 2.379], [-3.100, 9.622, 1.458], [-3.096, 7.201, 2.276], [-2.021, 10.811, 5.624], [-1.822, 10.507, 3.827], [-2.082, 9.281, 5.057], [-4.030, 12.086, 5.532], [-4.686, 10.741, 6.487], [-5.563, 11.481, 5.049], [-8.233, 9.733, 2.834], [-7.559, 8.487, 1.998], [-7.580, 8.391, 3.785], [-6.825, 11.675, 2.411], [-5.199, 11.564, 2.412], [-6.159, 10.715, 1.122], [-2.189, 9.162, 1.074], [-3.832, 9.836, 0.680], [-2.936, 10.475, 2.117], [-2.147, 7.084, 2.800], [-3.031, 6.817, 1.258], [-3.849, 6.566, 2.742], [0.794, 0.007, 1.866], [1.271, 0.443, 0.559], [0.066, 1.000, -0.550], [-1.321, 0.665, -0.272], [0.292, 1.464, -1.951], [2.000, -0.914, -0.292], [2.510, -1.960, 0.477], [2.125, -1.007, -1.756], [2.381, 1.814, 0.524], [3.825, 1.616, 0.611], [1.914, 3.161, 0.815], [-2.019, 1.470, -0.504], [-1.455, 0.508, 0.798], [-1.486, -0.273, -0.802], [-0.541, 2.098, -2.253], [0.193, 0.623, -2.638], [1.237, 1.993, -2.075], [3.389, -2.350, -0.036], [2.900, -1.486, 1.378], [1.888, -2.834, 0.670], [1.241, -1.518, -2.136], [2.249, 0.009, -2.130], [3.053, -1.443, -2.125], [4.098, 0.896, -0.161], [4.250, 2.594, 0.384], [4.147, 1.253, 1.587], [0.958, 3.387, 0.343], [2.585, 3.865, 0.323], [1.852, 3.261, 1.898], [0.333, 3.202, 10.175], [-0.982, 3.509, 9.550], [-0.997, 2.898, 7.937], [-2.125, 2.769, 7.049], [0.266, 2.822, 7.230], [-1.280, 5.152, 9.259], [-2.659, 5.683, 9.067], [-0.234, 5.869, 8.439], [-2.410, 2.851, 10.300], [-2.759, 3.435, 11.634], [-2.574, 1.397, 10.352], [-2.096, 3.565, 6.305], [-3.022, 2.972, 7.634], [-2.076, 1.818, 6.521], [1.030, 3.546, 7.511], [0.035, 2.928, 6.170], [0.663, 1.829, 7.442], [-3.231, 5.761, 9.992], [-2.663, 6.701, 8.679], [-3.271, 5.192, 8.311], [-0.460, 5.794, 7.376], [-0.284, 6.947, 8.591], [0.767, 5.550, 8.731], [-1.869, 3.112, 12.174], [-2.763, 4.524, 11.593], [-3.665, 2.991, 12.045], [-3.283, 1.058, 11.108], [-1.653, 0.922, 10.689], [-2.882, 1.049, 9.366], [4.858, -4.800, -6.221], [5.853, -5.287, -7.274], [6.709, -6.666, -6.624], [5.973, -7.717, -5.946], [8.065, -7.093, -7.058], [7.034, -4.068, -7.761], [7.963, -3.616, -6.703], [6.707, -3.126, -8.824], [5.251, -5.882, -8.805], [3.832, -6.330, -8.833], [6.086, -6.465, -9.815], [6.611, -8.492, -5.520], [5.204, -8.273, -6.483], [5.424, -7.255, -5.126], [8.572, -7.581, -6.226], [8.634, -6.293, -7.532], [7.947, -7.857, -7.826], [8.562, -2.826, -7.156], [7.479, -3.343, -5.766], [8.690, -4.417, -6.568], [6.530, -2.203, -8.271], [7.561, -2.924, -9.470], [5.856, -3.411, -9.442], [3.827, -7.143, -8.108], [3.097, -5.578, -8.546], [3.491, -6.709, -9.797], [6.828, -5.716, -10.093], [5.525, -6.733, -10.710], [6.656, -7.316, -9.442]]}

---

Record 2
{"formula": "C45H130N10O15", "method": "ωB97M-V/def2-TZVPD", "homo_lumo_gap_ev": 9.0, "relative_energy_kj_mol": 333.6, "e_lumo_ev": 0.0, "charge": 0, "symbols": ["C", "O", "H", "H", "H", "H", "C", "O", "H", "H", "H", "H", "C", "O", "H", "H", "H", "H", "C", "O", "H", "H", "H", "H", "C", "O", "H", "H", "H", "H", "C", "C", "C", "O", "C", "N", "H", "H", "H", "H", "H", "H", "H", "H", "H", "H", "H", "C", "C", "C", "O", "C", "N", "H", "H", "H", "H", "H", "H", "H", "H", "H", "H", "H", "C", "C", "C", "O", "C", "N", "H", "H", "H", "H", "H", "H", "H", "H", "H", "H", "H", "C", "C", "C", "O", "C", "N", "H", "H", "H", "H", "H", "H", "H", "H", "H", "H", "H", "C", "C", "C", "O", "C", "N", "H", "H", "H", "H", "H", "H", "H", "H", "H", "H", "H", "C", "C", "C", "O", "C", "N", "H", "H", "H", "H", "H", "H", "H", "H", "H", "H", "H", "C", "C", "C", "O", "C", "N", "H", "H", "H", "H", "H", "H", "H", "H", "H", "H", "H", "C", "C", "C", "O", "C", "N", "H", "H", "H", "H", "H", "H", "H", "H", "H", "H", "H", "C", "C", "C", "O", "C", "N", "H", "H", "H", "H", "H", "H", "H", "H", "H", "H", "H", "C", "C", "C", "O", "C", "N", "H", "H", "H", "H", "H", "H", "H", "H", "H", "H", "H"], "xyz": [[-1.060, -8.147, -1.441], [-2.286, -8.701, -1.127], [-0.270, -8.896, -1.394], [-1.172, -7.866, -2.488], [-0.783, -7.298, -0.816], [-2.235, -9.370, -0.441], [-1.135, 1.184, -9.238], [-0.178, 0.260, -9.812], [-0.587, 1.945, -8.681], [-1.737, 1.626, -10.031], [-1.668, 0.605, -8.483], [0.529, 0.786, -10.193], [-4.821, 2.343, -4.036], [-3.648, 2.484, -4.845], [-5.517, 3.160, -4.230], [-5.263, 1.366, -4.231], [-4.451, 2.343, -3.011], [-3.984, 2.581, -5.739], [-3.963, -4.404, -6.533], [-4.665, -3.566, -7.406], [-2.903, -4.156, -6.484], [-4.451, -4.480, -5.562], [-3.876, -5.399, -6.968], [-5.604, -3.758, -7.358], [-2.930, -1.567, 3.903], [-3.327, -1.734, 2.525], [-3.687, -2.152, 4.424], [-1.978, -2.070, 4.075], [-2.977, -0.565, 4.331], [-2.716, -1.252, 1.963], [7.541, 3.458, -1.551], [7.641, 2.073, -0.938], [6.405, 1.237, -1.303], [6.585, 0.029, -0.570], [5.519, -0.924, -0.799], [8.889, 1.658, -1.593], [7.462, 3.370, -2.635], [8.394, 4.112, -1.375], [6.686, 3.992, -1.137], [7.866, 2.105, 0.128], [6.325, 1.020, -2.368], [5.501, 1.797, -1.064], [4.578, -0.566, -0.379], [5.775, -1.870, -0.323], [5.458, -1.031, -1.882], [8.992, 0.690, -1.325], [8.688, 1.705, -2.582], [0.275, 8.949, 0.302], [-1.230, 9.122, 0.010], [-2.068, 7.979, 0.731], [-1.601, 6.685, 0.350], [-1.778, 6.336, -1.029], [-1.637, 10.404, 0.572], [0.453, 8.804, 1.368], [0.886, 9.798, -0.004], [0.625, 8.079, -0.255], [-1.411, 9.038, -1.061], [-3.152, 8.079, 0.694], [-2.013, 8.179, 1.801], [-1.293, 6.909, -1.819], [-2.851, 6.278, -1.216], [-1.428, 5.308, -1.125], [-1.509, 10.270, 1.565], [-0.974, 11.023, 0.127], [-5.189, 4.821, 6.775], [-4.901, 5.838, 5.713], [-5.488, 5.504, 4.336], [-5.418, 4.116, 3.915], [-4.077, 3.755, 3.567], [-5.480, 7.091, 6.102], [-4.797, 5.158, 7.735], [-4.560, 3.965, 6.532], [-6.235, 4.519, 6.834], [-3.829, 5.978, 5.574], [-4.913, 6.137, 3.660], [-6.561, 5.690, 4.369], [-3.746, 4.280, 2.671], [-4.128, 2.694, 3.321], [-3.367, 3.993, 4.358], [-6.437, 6.820, 6.279], [-5.251, 7.414, 7.031], [2.484, -7.551, 6.573], [2.122, -6.154, 6.160], [1.649, -6.063, 4.684], [1.404, -4.720, 4.328], [1.045, -4.548, 2.967], [1.211, -5.556, 7.147], [3.343, -7.872, 5.983], [1.684, -8.260, 6.358], [2.750, -7.640, 7.626], [3.057, -5.615, 6.003], [0.667, -6.536, 4.678], [2.341, -6.430, 3.926], [0.807, -3.523, 2.684], [0.037, -4.944, 2.847], [1.767, -4.994, 2.283], [0.424, -6.171, 7.294], [0.826, -4.778, 6.630], [1.311, 5.323, 7.017], [1.936, 4.302, 6.016], [2.294, 4.973, 4.691], [2.816, 4.038, 3.792], [2.930, 4.522, 2.494], [3.134, 3.761, 6.622], [0.390, 5.739, 6.610], [2.088, 6.088, 7.039], [1.082, 4.986, 8.028], [1.175, 3.537, 5.863], [3.145, 5.620, 4.906], [1.426, 5.521, 4.324], [3.572, 5.402, 2.453], [1.932, 4.758, 2.122], [3.306, 3.730, 1.847], [2.749, 3.382, 7.475], [3.398, 2.986, 6.030], [2.138, -7.585, -5.328], [2.261, -6.082, -5.047], [3.349, -5.830, -3.935], [2.997, -6.599, -2.804], [4.052, -6.911, -1.942], [2.501, -5.365, -6.282], [2.039, -8.155, -4.404], [2.996, -7.925, -5.909], [1.299, -7.757, -6.002], [1.299, -5.716, -4.688], [3.254, -4.767, -3.713], [4.394, -6.035, -4.167], [3.825, -7.345, -0.968], [4.567, -5.970, -1.749], [4.790, -7.567, -2.405], [2.304, -4.376, -6.216], [1.817, -5.687, -6.951], [-1.446, -2.664, -2.125], [-1.846, -1.151, -2.215], [-0.835, -0.269, -1.476], [-1.005, -0.342, -0.059], [-0.439, 0.638, 0.748], [-1.900, -0.816, -3.631], [-0.400, -2.842, -2.371], [-1.981, -3.341, -2.792], [-1.522, -3.043, -1.106], [-2.853, -1.026, -1.818], [-1.068, 0.771, -1.705], [0.160, -0.591, -1.783], [-0.726, 1.606, 0.339], [0.645, 0.523, 0.780], [-0.792, 0.649, 1.779], [-2.133, 0.156, -3.777], [-2.677, -1.339, -4.011], [-11.651, -4.505, -0.971], [-10.826, -4.692, -2.190], [-9.324, -4.524, -2.060], [-9.040, -3.221, -1.508], [-7.670, -3.111, -1.167], [-11.109, -6.027, -2.636], [-11.589, -5.291, -0.218], [-12.681, -4.182, -1.123], [-11.350, -3.567, -0.506], [-11.235, -3.995, -2.921], [-8.835, -4.569, -3.033], [-8.910, -5.288, -1.402], [-7.291, -3.806, -0.417], [-7.461, -2.192, -0.619], [-7.074, -3.258, -2.068], [-12.101, -6.163, -2.499], [-10.748, -6.656, -1.933], [3.779, -0.201, -6.358], [2.425, -0.205, -5.690], [1.937, 1.251, -5.318], [2.850, 1.798, -4.416], [2.412, 3.110, -4.009], [1.463, -0.900, -6.453], [3.926, 0.380, -7.269], [4.099, -1.228, -6.529], [4.542, 0.263, -5.732], [2.466, -0.696, -4.718], [0.908, 1.257, -4.958], [2.059, 1.916, -6.174], [1.400, 3.091, -3.606], [2.555, 3.716, -4.904], [3.053, 3.458, -3.199], [0.531, -0.852, -6.067], [1.362, -0.519, -7.383], [7.759, 1.320, 5.699], [6.939, 1.841, 4.505], [5.826, 0.869, 4.140], [4.973, 0.643, 5.284], [3.996, -0.420, 5.086], [6.424, 3.126, 4.908], [7.264, 1.142, 6.653], [8.659, 1.925, 5.808], [8.072, 0.288, 5.540], [7.605, 1.896, 3.644], [6.225, -0.098, 3.832], [5.264, 1.170, 3.256], [4.489, -1.390, 5.031], [3.448, -0.294, 4.153], [3.244, -0.497, 5.871], [6.064, 2.839, 5.807], [5.633, 3.320, 4.310]]}